Formula: C10H14O4
Source: the Open Molecules 2025 dataset
Level of theory: ωB97M-V with the def2-TZVPD basis set

## Properties
- Energy relative to the best compared isomer or geometry (same formula, charge and spin): 814.95 kJ/mol
- Max |F|: 11.09 eV Å⁻¹
- HOMO energy: -8.132 eV

The geometry in XYZ format:
```
28
Properties=species:S:1:pos:R:3:forces:R:3
C 2.20351 2.88628 0.38551 8.2 0.5 -3.3
H 3.02650 2.80313 1.11899 -0.5 0.3 0.1
O 1.42735 1.88466 0.26039 -3.6 -8.8 -0.4
C 1.84093 0.51288 0.09379 -2.0 0.7 -0.9
C 3.15186 0.07196 -0.20372 -1.5 10.7 2.5
C 3.48691 -1.15286 -0.16775 4.3 -5.4 -1.9
C 2.53072 -2.21573 -0.04963 -0.1 10.3 -0.9
C 1.24870 -1.78838 -0.16625 -0.3 0.7 1.7
C 0.78786 -0.48057 0.03110 5.7 0.4 -0.3
O -0.41718 -0.16183 0.29663 -2.3 4.3 0.5
C -1.52321 -0.89232 0.28507 2.2 -8.2 -2.1
H -1.43481 -1.74075 0.96110 0.2 -0.1 0.7
H -1.44351 -1.79305 -0.81886 -0.8 2.9 2.3
C -2.78639 -0.29122 0.50581 -4.1 1.8 -0.2
C -3.06963 0.64224 -0.76089 -1.9 2.4 8.6
O -4.34120 1.30262 -0.29847 1.1 -1.1 -1.9
H -4.87111 0.53006 -0.02825 0.0 0.5 0.0
H -2.29789 1.34722 -0.55197 0.5 1.1 -0.7
H -2.96813 0.25383 -1.67525 -0.3 -1.9 -3.5
O -3.90334 -1.25453 0.64107 1.3 -1.9 -5.1
H -3.95628 -1.79031 -0.40202 0.3 2.3 4.7
H -2.92590 0.21887 1.59598 0.9 -0.5 -2.9
H 0.55608 -2.50826 0.01536 -2.3 -2.2 -0.1
H 2.87374 -3.06165 -0.17266 2.6 -8.7 -0.8
H 4.58964 -1.10558 -0.59395 -1.8 -1.8 1.5
H 3.94639 1.05945 -0.06762 -1.9 -3.2 -1.0
H 1.53897 3.58139 0.44589 -3.1 5.5 1.4
H 2.72942 3.14243 -0.67939 -0.5 -0.4 2.0
```
Forces are in eV/Å.

These are the Mulliken partial charges, in e, on atoms 1 to 8: atom 1 (C): -0.92, atom 2 (H): 0.34, atom 3 (O): -0.38, atom 4 (C): 0.77, atom 5 (C): -0.27, atom 6 (C): -0.08, atom 7 (C): -1.38, atom 8 (C): -0.66


Formula: C2H3NOS2
Source: the Open Molecules 2025 dataset
Level of theory: ωB97M-V with the def2-TZVPD basis set

## Properties
- Energy relative to the best compared isomer or geometry (same formula, charge and spin): 242.95 kJ/mol
- Max |F|: 7.08 eV Å⁻¹
- HOMO energy: -9.260 eV

The geometry in XYZ format:
```
9
Properties=species:S:1:pos:R:3:forces:R:3
O -2.05335 -0.28663 0.54448 4.7 -4.0 -3.6
C -0.96939 -0.75271 -0.02730 -1.6 3.6 2.5
N 0.11348 0.19123 -0.11320 -1.9 -0.7 -0.1
S -0.38857 1.92850 0.03953 1.2 -0.5 0.1
C 1.42299 -0.33489 -0.06554 -2.4 3.0 0.1
S 2.71640 0.48778 0.29617 1.4 0.8 0.2
H -0.48966 -1.72648 -0.48314 -2.2 1.0 1.2
H -1.75045 1.83462 0.07697 0.8 -0.7 0.0
H 1.39855 -1.34141 -0.26795 0.1 -2.5 -0.5
```
Forces are in eV/Å.

These are the Mulliken partial charges, in e, on atoms 1 to 8: atom 1 (O): -0.58, atom 2 (C): 0.29, atom 3 (N): -0.01, atom 4 (S): -0.07, atom 5 (C): 0.06, atom 6 (S): -0.31, atom 7 (H): 0.23, atom 8 (H): 0.20


Formula: C5H8N2O2S
Source: the Open Molecules 2025 dataset
Level of theory: ωB97M-V with the def2-TZVPD basis set

## Properties
- Energy relative to the best compared isomer or geometry (same formula, charge and spin): 555.42 kJ/mol
- Max |F|: 5.41 eV Å⁻¹
- HOMO energy (alpha / beta): -7.203 / -7.203 eV

The geometry in XYZ format:
```
18
Properties=species:S:1:pos:R:3:forces:R:3
C 0.27410 1.28170 0.12522 0.6 0.1 -0.4
C 1.52343 1.79410 0.27035 -0.8 0.9 0.6
C 1.54925 -0.60526 -0.64890 0.4 1.9 2.4
C -1.81379 -1.09773 0.50831 0.7 1.8 0.3
C -0.93922 -0.60625 -0.63790 2.1 -5.0 -0.5
N 0.38028 -0.09351 -0.32004 -1.3 3.1 0.5
N 2.49472 0.88947 0.31547 0.1 -2.9 -1.3
O 1.62109 3.12253 0.47177 1.8 0.8 0.0
O 3.77795 1.29845 -0.02542 1.8 -1.2 -0.6
S 2.30270 -1.97835 -0.91814 0.0 -0.1 -0.4
H -0.61301 1.97872 0.13796 0.8 -1.7 -0.2
H -2.18880 -0.24379 1.05464 -0.6 0.1 0.2
H -2.56596 -1.68340 0.07558 -1.6 -0.5 -0.7
H -1.38232 -1.76202 1.23095 1.0 -0.2 0.2
H -0.61697 -1.57779 -1.12231 -0.8 0.9 -0.2
H -1.38492 -0.00719 -1.38820 -0.7 0.8 -0.4
H 2.56171 3.42980 0.53472 -1.1 -0.7 -0.1
H 4.42340 0.47843 -0.08191 -2.5 2.0 0.5
```
Forces are in eV/Å.

These are the Mulliken partial charges, in e, on atoms 1 to 8: atom 1 (C): -0.43, atom 2 (C): 0.27, atom 3 (C): 0.42, atom 4 (C): -1.12, atom 5 (C): -0.62, atom 6 (N): 0.22, atom 7 (N): -0.21, atom 8 (O): -0.48


Formula: C4H10NOP
Source: the Open Molecules 2025 dataset
Level of theory: ωB97M-V with the def2-TZVPD basis set

## Properties
- Energy relative to the best compared isomer or geometry (same formula, charge and spin): 365.27 kJ/mol
- Max |F|: 3.59 eV Å⁻¹
- HOMO energy (alpha / beta): -9.412 / -8.434 eV

The geometry in XYZ format:
```
17
Properties=species:S:1:pos:R:3:forces:R:3
C -0.12981 -1.15757 0.89689 0.9 -0.9 0.3
C -0.37751 -0.94614 -0.57492 1.1 -0.6 0.5
C 1.08509 -0.28223 1.39198 -2.3 -0.1 0.7
C -0.87880 0.77150 -2.05235 0.1 0.0 -1.1
N -1.10282 0.22949 -0.75786 -0.6 1.5 0.0
O 1.63993 2.38421 1.21573 1.3 2.0 -0.1
P 0.48150 1.50053 1.25845 0.3 -3.4 -1.1
H -1.00739 -0.95287 1.43771 -1.3 0.8 0.8
H -0.09845 -2.23308 0.98758 1.1 -0.5 0.6
H 0.64934 -0.78845 -0.90248 0.2 -0.4 -1.2
H -0.83678 -1.83977 -1.09744 0.3 0.9 0.5
H 1.49605 -0.48340 2.41698 -0.8 0.2 -0.8
H 1.89084 -0.37579 0.73060 1.3 -0.2 -1.1
H -1.28896 0.00390 -2.74028 0.3 0.3 -0.2
H -1.43150 1.67233 -2.23420 -0.5 0.5 0.2
H 0.16550 1.02234 -2.36612 -0.4 -0.6 0.5
H -0.25624 1.47500 2.38973 -1.2 0.6 1.3
```
Forces are in eV/Å.

These are the Mulliken partial charges, in e, on atoms 1 to 8: atom 1 (C): -0.86, atom 2 (C): -0.27, atom 3 (C): -0.78, atom 4 (C): -0.81, atom 5 (N): -0.36, atom 6 (O): -0.52, atom 7 (P): 0.44, atom 8 (H): 0.39


Formula: C20H22BFN2O6W
Source: the Open Molecules 2025 dataset
Level of theory: ωB97M-V with the def2-TZVPD basis set

## Properties
- Energy relative to the best compared isomer or geometry (same formula, charge and spin): 55.87 kJ/mol
- Total charge: -2
- Max |F|: 1.97 eV Å⁻¹
- HOMO energy (alpha / beta): 0.086 / 0.361 eV

The geometry in XYZ format:
```
53
Properties=species:S:1:pos:R:3:forces:R:3
W -0.74023 0.39603 0.60177 -0.6 1.9 0.2
O -2.67988 2.14850 -2.99912 0.2 -0.3 0.4
C -3.30262 3.20311 -2.44539 0.0 0.1 0.2
C -4.01130 4.04887 -3.30203 0.0 0.0 0.0
C -4.67699 5.16017 -2.81444 0.0 0.0 0.0
C -4.65125 5.44743 -1.45457 0.0 0.0 0.0
C -3.95330 4.61073 -0.59851 0.0 0.0 0.0
C -3.26607 3.49033 -1.06196 0.0 0.0 -0.1
C -2.50351 2.65117 -0.11538 0.0 -0.1 0.2
O -2.01793 1.50425 -0.56115 -0.4 0.0 -0.3
N -2.25356 3.00433 1.09627 0.1 -0.1 -0.1
N -1.56931 1.94688 1.69615 0.3 -0.2 -0.3
C -0.24279 2.22485 2.06149 0.5 -1.0 -0.6
C 0.17525 1.77230 3.38822 -0.2 -0.1 0.1
C 0.70366 2.55793 4.39794 0.0 -0.1 0.0
C 0.99184 2.02215 5.65613 0.0 0.0 0.0
C 0.72312 0.67586 5.88971 0.0 0.0 0.0
C 0.20842 -0.13842 4.88893 0.0 0.0 0.0
C -0.04913 0.38138 3.60637 0.3 0.2 -0.1
O -0.39876 -0.36057 2.60195 -0.8 0.0 0.0
H -2.28920 1.60372 -2.25276 0.0 0.2 -0.2
H -4.02082 3.80475 -4.35744 0.0 0.0 0.0
H -5.22156 5.80179 -3.49885 0.0 0.0 0.0
H -5.17374 6.31317 -1.06516 0.0 0.0 0.0
H -3.91279 4.80627 0.46566 0.0 0.0 0.0
H 0.20290 3.13109 1.65579 -0.1 0.1 0.1
H 0.87368 3.61416 4.20457 0.0 0.0 0.0
H 1.39116 2.64926 6.44635 0.0 0.0 0.0
H 0.93021 0.24950 6.86772 0.0 0.0 0.0
H 0.03355 -1.19500 5.06101 0.0 0.0 0.0
C 3.12855 -4.91616 -0.45721 0.0 0.0 0.0
C 2.02403 -3.98405 -0.93351 0.0 -0.1 0.0
C 0.85714 -4.80464 -1.48435 0.0 0.0 0.0
O 1.55352 -3.22504 0.16572 0.0 0.2 -0.1
B 1.18503 -1.92080 -0.31025 -0.1 -0.3 0.1
O 1.53688 -1.84891 -1.68340 0.2 0.1 0.2
C 2.48064 -2.88136 -1.92765 -0.1 0.1 -0.1
C 3.86828 -2.33566 -1.58885 0.0 0.0 0.0
C 2.42063 -3.26565 -3.39705 0.0 0.0 0.0
H 2.71030 -5.63518 0.24983 0.0 0.0 0.0
H 3.91185 -4.35907 0.05373 0.0 0.0 0.0
H 3.56873 -5.46861 -1.29277 0.0 0.0 0.0
H 0.45642 -5.42025 -0.67729 0.0 0.0 0.0
H 1.16349 -5.45826 -2.30541 0.0 0.0 0.0
H 0.06504 -4.14150 -1.83409 0.0 0.0 0.0
H 3.91757 -2.05366 -0.53621 0.0 0.0 0.0
H 4.04118 -1.44029 -2.18696 0.0 0.0 0.0
H 4.65739 -3.06168 -1.80230 0.0 0.0 0.0
H 1.40625 -3.53244 -3.68840 0.0 0.0 0.0
H 3.08786 -4.10626 -3.61166 0.0 0.0 0.0
H 2.73216 -2.41299 -4.00222 0.0 0.0 0.0
O 0.67141 -1.01682 0.47817 0.7 -0.2 0.1
F -0.74339 -0.23670 -1.28710 0.0 -0.2 0.1
```
Forces are in eV/Å.

These are the Mulliken partial charges, in e, on atoms 1 to 8: atom 1 (W): 0.98, atom 2 (O): -0.69, atom 3 (C): 0.30, atom 4 (C): -0.64, atom 5 (C): -0.26, atom 6 (C): -0.64, atom 7 (C): -0.46, atom 8 (C): 0.24


Formula: C16H38N3O9P
Source: the Open Molecules 2025 dataset
Level of theory: ωB97M-V with the def2-TZVPD basis set

## Properties
- Max |F|: 2.06 eV Å⁻¹
- HOMO energy: -8.663 eV

The geometry in XYZ format:
```
67
Properties=species:S:1:pos:R:3:forces:R:3
H -2.68689 5.34555 2.30300 0.1 0.2 0.0
N -3.24224 4.49632 2.31928 -0.1 -0.1 0.1
C -2.93070 3.74358 1.35598 -0.1 0.2 0.0
C -3.57855 2.41625 1.14551 0.8 0.2 0.3
C -2.49453 1.31138 1.15306 -1.4 -0.1 0.2
O -2.34223 0.78080 -0.17566 0.8 0.5 -0.2
C -1.12416 1.15874 -0.71847 0.6 -1.1 0.4
O -0.10680 0.54812 -0.54652 -1.0 0.7 -0.3
P -2.87467 -0.12011 2.24236 1.6 -1.2 -0.5
O -2.01713 -1.24579 1.87149 0.1 -0.1 -0.2
O -4.41399 -0.46577 2.20015 -0.4 0.9 0.6
O -2.59638 0.38570 3.71819 -0.9 0.5 -0.2
H -2.16148 4.01797 0.63115 0.2 0.0 -0.2
H -4.02376 2.41057 0.16126 -0.4 -0.2 -0.2
H -4.32095 2.29875 1.92328 -0.3 -0.2 0.1
H -1.56738 1.73248 1.52921 0.4 -0.2 0.0
H -1.20623 2.06910 -1.32062 0.0 0.1 -0.2
H -4.66722 -0.76184 1.32287 -0.1 -0.3 -0.2
H -1.63366 0.49297 3.74044 0.2 0.2 0.2
C 0.73404 -1.80697 -3.30970 0.1 0.1 -0.1
O 1.10398 -1.75384 -4.67627 -0.1 0.0 0.2
C 0.46413 -2.72517 -5.49260 0.2 0.0 -0.2
C -0.49174 -2.05644 -6.45586 -0.1 0.1 0.2
N -1.64489 -1.51366 -5.74820 0.1 0.0 -0.2
C -2.50536 -0.65811 -6.55849 0.0 0.0 0.2
C -1.92066 0.65266 -7.07411 -0.2 0.0 -0.2
O -1.62981 1.59456 -6.05786 0.1 -0.1 0.0
C -0.35169 1.47104 -5.46007 -0.1 0.2 0.1
H 1.36529 -1.10421 -2.76992 0.0 0.0 0.0
H -0.31167 -1.51545 -3.16410 0.0 -0.1 0.1
H 0.89039 -2.80606 -2.89419 -0.1 0.0 0.0
H -0.05038 -3.47760 -4.88930 -0.1 0.1 0.1
H 1.24503 -3.23235 -6.06687 0.0 0.0 0.0
H -0.83747 -2.78895 -7.19086 0.0 0.0 0.0
H 0.07127 -1.27817 -6.98907 0.1 -0.1 -0.1
H -1.31745 -0.97813 -4.95562 0.0 0.0 0.1
H -3.37677 -0.40985 -5.94752 0.0 0.0 0.0
H -2.87294 -1.23847 -7.41043 0.0 0.0 0.0
H -2.68182 1.12119 -7.70353 0.0 0.0 0.0
H -1.04494 0.49712 -7.71498 0.1 0.0 0.1
H 0.39271 1.08999 -6.16278 0.0 -0.1 0.0
H -0.38090 0.82656 -4.57653 0.1 -0.1 -0.1
H -0.04253 2.46469 -5.13385 0.0 0.0 0.0
C 3.09086 -3.15646 5.45592 0.0 0.1 0.1
O 3.30503 -1.90908 6.09060 0.0 -0.1 -0.2
C 4.46906 -1.22296 5.64734 0.1 0.2 0.3
C 4.09534 0.03624 4.89698 -0.2 -0.1 -0.1
N 3.48548 -0.28212 3.61216 0.0 0.2 0.1
C 2.89944 0.86204 2.92271 0.0 -0.3 -0.1
C 1.71082 1.55415 3.57931 0.1 0.3 -0.2
O 0.54531 0.75087 3.63861 -0.3 0.0 0.2
C 0.43072 -0.09870 4.77091 0.1 -0.1 0.0
H 2.25217 -3.63741 5.95549 0.0 0.0 0.0
H 2.84244 -3.03665 4.39609 0.1 -0.1 0.0
H 3.96889 -3.80200 5.54885 0.0 0.0 0.0
H 5.10259 -1.87001 5.03522 -0.1 0.0 -0.1
H 5.03806 -0.94248 6.53844 0.0 0.0 0.0
H 4.99571 0.63295 4.72552 0.0 0.0 0.0
H 3.42069 0.61514 5.54301 0.1 0.1 0.1
H 2.76250 -0.97429 3.75665 0.0 -0.1 0.0
H 2.57364 0.51160 1.94051 0.0 0.1 0.0
H 3.68312 1.60585 2.74909 0.0 0.0 0.1
H 1.45127 2.41267 2.95409 0.0 0.0 0.0
H 1.94925 1.95622 4.57045 0.0 -0.1 0.1
H 0.89089 0.33023 5.66357 0.1 0.0 -0.1
H 0.84432 -1.09015 4.57786 0.1 0.0 0.1
H -0.62453 -0.23485 4.97733 -0.1 -0.1 0.2
```
Forces are in eV/Å.

These are the Mulliken partial charges, in e, on atoms 1 to 8: atom 1 (H): 0.27, atom 2 (N): -0.62, atom 3 (C): -0.04, atom 4 (C): -0.85, atom 5 (C): 0.50, atom 6 (O): -0.37, atom 7 (C): 0.08, atom 8 (O): -0.44


max |F| of number 1 (C10H14O4)?
11.09 eV Å⁻¹